[1]
{"formula": "C5H14", "method": "the ωB97M-V functional and the def2-TZVPD basis", "symbols": ["C", "C", "C", "H", "H", "H", "H", "H", "H", "H", "H", "C", "C", "H", "H", "H", "H", "H", "H"], "coordinates": [[0.40781, -0.80943, -1.19874], [1.46155, -1.15983, -2.44243], [-0.32411, 0.43812, -1.33343], [0.98974, -0.81336, -0.28812], [-0.30729, -1.65550, -1.16239], [2.39658, -0.74154, -2.07106], [1.47636, -2.23011, -2.41287], [-1.42858, 0.39623, -1.48619], [1.19007, -0.78233, -3.42187], [-0.18083, 0.69884, -2.44272], [-0.09398, 1.26243, -0.67522], [-0.61961, 1.42411, 2.21800], [-0.70955, -0.07115, 2.53054], [-0.38437, 1.67347, 1.19082], [-1.58167, 1.91767, 2.36307], [0.07013, 1.88772, 2.92184], [-0.61995, -0.33090, 3.57585], [-0.04243, -0.67776, 1.91011], [-1.69986, -0.42667, 2.22482]], "forces_ev_per_a": [[-1.00, 0.83, 1.59], [0.28, -0.44, -0.08], [0.20, 0.01, -0.58], [0.46, -0.06, 0.01], [0.25, -0.24, -0.90], [-0.13, 0.29, 0.05], [0.09, -0.53, -0.21], [0.02, -0.36, -0.12], [-0.28, 0.10, 0.12], [-0.21, 0.28, 0.13], [0.35, 0.09, -0.12], [-0.34, 0.03, 0.95], [-1.02, -0.18, -1.30], [0.49, -0.11, -0.10], [-0.05, -0.11, 0.27], [0.21, 0.27, -0.41], [0.33, 0.11, 0.16], [0.41, 0.07, 0.39], [-0.04, -0.05, 0.13]], "lowdin_spin": [0.2307, 0.2446, 0.2270, 0.0060, 0.0620, 0.0258, 0.0081, 0.0677, 0.0014, 0.1141, 0.0040, 0.0027, 0.0025, 0.0011, 0.0005, 0.0002, 0.0003, 0.0012, 0.0002], "multiplicity": 2, "charge": 1, "gap_ev": [11.71, 4.28], "mol_weight_g_mol": 74.17, "fmax_ev_per_a": 2.1, "s_squared": 0.753}

---

[2]
{"formula": "C6H9N2O2", "method": "the ωB97M-V functional and the def2-TZVPD basis", "symbols": ["C", "C", "C", "C", "N", "N", "H", "H", "H", "H", "H", "H", "C", "C", "O", "O", "H", "H", "H"], "coordinates": [[1.17640, -1.54695, -3.63063], [0.18466, -2.02278, -0.17862], [0.48342, -0.28205, -1.55688], [0.70773, -1.44812, -2.25632], [0.05827, -0.62180, -0.21853], [0.65057, -2.58037, -1.37436], [-0.23257, 0.16390, 0.69753], [-0.05740, -2.57551, 0.66856], [0.15228, 0.63324, -1.91499], [0.40859, -2.12572, -4.26570], [2.18034, -1.89123, -3.67853], [1.22376, -0.58065, -4.04267], [-0.58427, 3.29217, 2.48474], [-0.83403, 1.72064, 2.17192], [-1.60831, 1.23087, 2.95036], [-0.13199, 1.20734, 1.27509], [0.32166, 3.48831, 3.06356], [-1.42528, 3.71968, 3.09714], [-0.41434, 3.79998, 1.51641]], "forces_ev_per_a": [[-1.90, -1.16, -1.16], [1.41, 2.85, -4.34], [-1.71, -2.63, 2.61], [0.47, -0.96, 3.42], [0.81, -3.30, -1.97], [-1.47, 2.80, 1.17], [0.52, -0.56, -1.02], [-0.21, -0.86, 1.30], [0.12, 1.79, -0.68], [1.53, 0.43, 0.72], [0.74, -1.01, -0.27], [-0.13, 1.47, -0.64], [-0.27, -0.38, -0.84], [0.69, 3.38, 1.94], [-1.59, -1.75, 0.75], [0.59, 0.74, -0.51], [0.12, -0.48, 0.00], [0.63, -0.50, -0.95], [-0.37, 0.11, 0.48]], "lowdin_charge": [-0.0996, -0.2037, -0.0965, -0.4211, 0.0012, 0.0303, 0.0383, 0.0610, 0.0696, 0.0982, 0.0533, 0.0406, -0.0360, -0.7007, 0.0025, 0.0046, 0.0426, 0.0648, 0.0505], "multiplicity": 1, "charge": -1, "gap_ev": 8.33, "mol_weight_g_mol": 141.15, "fmax_ev_per_a": 5.4}

---

[3]
{"formula": "C8H11BrO", "method": "the ωB97M-V functional and the def2-TZVPD basis", "symbols": ["C", "C", "C", "C", "C", "C", "C", "C", "O", "Br", "H", "H", "H", "H", "H", "H", "H", "H", "H", "H", "H"], "coordinates": [[-0.49587, 1.71515, -0.42190], [-1.15651, 1.54899, 0.90694], [0.18332, 0.54726, -0.80337], [-1.05051, 0.22323, 1.16891], [-0.22336, -0.42985, 0.15016], [1.04978, 0.50908, -2.05298], [-1.68296, -0.52258, 2.28052], [1.04540, -2.31918, -0.39692], [0.06040, -1.71168, 0.44085], [2.16239, 4.03801, -0.56627], [-0.47938, 2.57331, -1.09900], [-1.60319, 2.31953, 1.39966], [1.47708, 1.43372, -1.99987], [0.53307, 0.29159, -3.02159], [1.93391, -0.22005, -2.09692], [-1.99075, -1.43224, 1.92905], [-2.62296, -0.16897, 2.73232], [-0.96861, -0.90421, 2.93286], [0.85542, -2.52850, -1.39970], [1.05653, -3.34324, 0.07705], [1.91678, -1.61938, -0.15982]], "forces_ev_per_a": [[1.08, 0.08, 0.27], [1.70, -2.38, -3.12], [-0.44, -1.37, -0.15], [-1.11, 1.34, 0.90], [0.10, 0.57, 0.63], [-0.14, -3.42, -0.31], [-0.79, 1.05, -0.33], [1.63, -0.45, 3.94], [-1.07, 1.14, -1.73], [-0.37, -0.36, 0.07], [-0.23, -0.02, 0.52], [-1.34, 1.66, 1.43], [1.28, 2.60, -0.84], [0.04, 0.56, 0.87], [-1.33, 0.83, 0.66], [-1.04, -2.56, -1.59], [0.90, 0.73, 0.07], [1.33, 0.09, 1.97], [-0.81, 0.64, -1.85], [0.97, 1.05, -0.43], [-0.37, -1.78, -1.01]], "lowdin_charge": [-0.0212, 0.0055, -0.2206, -0.2069, -0.1730, -0.0585, -0.0283, -0.0387, -0.0493, -0.0654, 0.0843, 0.0767, -0.0201, 0.0929, 0.0936, 0.0441, 0.1048, 0.0674, 0.0684, 0.1138, 0.1307], "multiplicity": 1, "charge": 0, "gap_ev": [4.43, 7.11], "mol_weight_g_mol": 203.08, "fmax_ev_per_a": 4.3}

---

[4]
{"formula": "C2H3NOS", "method": "the ωB97M-V functional and the def2-TZVPD basis", "symbols": ["C", "C", "H", "H", "H", "N", "O", "S"], "coordinates": [[-0.64945, -0.57926, -0.46955], [0.61550, 0.49315, 0.82139], [0.01719, -1.39933, -0.44907], [-1.65179, -0.74888, -0.79104], [1.04710, 0.60998, 1.80863], [1.09920, 0.99826, -0.21267], [-0.60053, -0.03744, 0.82341], [0.12279, 0.66353, -1.53110]], "forces_ev_per_a": [[-0.98, 0.64, -0.95], [0.79, 1.56, 2.10], [0.34, -1.44, -0.37], [-0.62, -0.53, 0.05], [0.14, 0.08, -0.08], [1.83, 0.55, -0.45], [-1.02, -0.86, 0.02], [-0.47, 0.00, -0.32]], "lowdin_charge": [-0.4520, -0.3903, 0.0746, 0.0850, 0.1386, -0.2789, -0.0732, 0.8961], "multiplicity": 1, "charge": 0, "gap_ev": 9.54, "mol_weight_g_mol": 89.12, "fmax_ev_per_a": 2.7}

---

[5]
{"formula": "C5H11BO2", "method": "the ωB97M-V functional and the def2-TZVPD basis", "symbols": ["C", "C", "C", "C", "H", "H", "H", "H", "H", "H", "C", "B", "O", "O", "H", "H", "H", "H", "H"], "coordinates": [[-1.86071, 0.15857, -1.52262], [-0.93901, 0.92975, -2.04894], [-0.07509, 1.82988, -2.35412], [0.79525, 2.53328, -1.40147], [-1.72876, -0.90971, -1.36333], [-2.87469, 0.50965, -1.36346], [0.38791, 1.86218, -3.31450], [1.62622, 1.89631, -1.01872], [1.25502, 3.41870, -1.93623], [0.27070, 2.81395, -0.45441], [-0.01129, -0.63854, 1.64750], [0.50960, -2.13004, 1.88807], [-0.36937, -3.03811, 1.36612], [1.62287, -2.51703, 2.58921], [-0.03300, -0.11138, 2.57235], [-1.05628, -0.63281, 1.04693], [0.76872, -0.10215, 1.01497], [-0.17335, -3.95958, 1.41029], [1.88527, -1.91294, 3.24236]], "forces_ev_per_a": [[-0.06, -0.09, -0.69], [-1.59, -0.80, 1.08], [1.42, -0.55, -0.47], [1.03, 1.23, 1.67], [0.34, 0.23, 0.19], [0.03, 0.16, -0.14], [-0.59, 0.09, -1.17], [-0.34, 0.28, -0.60], [-0.53, -0.78, 1.02], [0.27, 0.20, -0.90], [-0.28, -0.36, -2.48], [-1.30, 0.60, -0.20], [0.03, 0.45, -0.41], [-0.78, -1.45, -1.23], [-0.43, 0.68, 0.73], [2.56, 0.13, 1.68], [-1.01, -0.47, 0.56], [0.46, -0.96, 0.27], [0.77, 1.38, 1.10]], "lowdin_charge": [-0.0049, -0.1119, -0.2089, -0.1281, 0.0571, 0.0573, 0.0941, 0.0779, 0.0858, 0.0857, -0.0039, -0.6884, 0.1549, 0.1744, 0.0307, 0.0989, 0.0717, 0.0869, 0.0705], "multiplicity": 1, "charge": 0, "gap_ev": 9.75, "mol_weight_g_mol": 113.95, "smiles": "C=C=CC.CB(O)O", "fmax_ev_per_a": 3.1}

---

Listing E_tot for the structures above in their given order: -198.4631; -494.0680; -2960.5213; -606.1434; -372.4590 hartree.